7
Properties=species:S:1:pos:R:3:mulliken_charge:R:1 method="wB97M-V/def2-TZVPD" spin_multiplicity=1 lumo_energy_ev="-1.8637 / -1.8623" de_lowest_kj_mol=590.5
N -0.472 -0.406 -2.788 -0.359
C -0.274 -0.245 -1.679 0.268
C -0.317 -0.020 -0.331 -0.123
C -0.302 0.110 1.479 0.659
O -1.181 -0.067 2.206 -0.271
N 0.672 0.181 0.544 0.435
O 1.875 0.446 0.568 -0.609

=====

5
Properties=species:S:1:pos:R:3:mulliken_charge:R:1 method="wB97M-V/def2-TZVPD" charge=+1 spin_multiplicity=1 lumo_energy_ev=-8.6913 de_lowest_kj_mol=298.5
C -1.040 -1.390 0.128 -0.104
C 0.097 -0.111 -0.836 0.199
C -0.304 -0.434 0.601 0.620
N 0.627 0.491 0.730 -0.110
S 0.620 1.443 -0.623 0.395

=====

160
Properties=species:S:1:pos:R:3:mulliken_charge:R:1 method="wB97M-V/def2-TZVPD" spin_multiplicity=1 lumo_energy_ev=0.3108 de_lowest_kj_mol=608.0
C -1.548 -1.000 -1.441 -0.829
O -1.022 -0.699 -0.136 -0.264
C -0.519 0.584 0.187 -0.868
C 0.625 0.460 1.191 0.339
C 1.808 -0.392 0.662 -1.356
N 0.184 -0.105 2.441 -0.726
H -0.774 -1.066 -2.206 0.333
H -2.288 -0.284 -1.797 0.333
H -2.036 -1.975 -1.436 0.252
H -0.247 1.045 -0.762 0.433
H -1.298 1.245 0.567 0.359
H 0.995 1.469 1.377 0.332
H 1.566 -1.434 0.451 0.297
H 2.591 -0.500 1.413 0.407
H 2.167 0.017 -0.282 0.353
H 0.106 -1.096 2.261 0.302
H 1.039 0.026 2.962 0.303
C 4.507 -3.985 5.286 -0.795
O 3.065 -3.999 5.299 -0.272
C 2.531 -4.984 6.158 -0.643
C 1.121 -4.457 6.494 0.543
C 1.119 -3.972 7.923 -1.624
N 0.025 -5.388 6.328 -0.654
H 4.892 -3.957 6.305 0.319
H 4.940 -3.084 4.852 0.264
H 4.839 -4.924 4.845 0.309
H 2.621 -5.936 5.635 0.364
H 3.152 -5.103 7.046 0.341
H 0.903 -3.660 5.784 0.202
H 0.104 -3.619 8.106 0.430
H 1.847 -3.190 8.141 0.371
H 1.132 -4.669 8.761 0.397
H -0.120 -6.110 7.019 0.230
H 0.198 -5.864 5.454 0.220
C 2.811 -5.391 -5.342 -0.875
O 3.560 -4.237 -5.125 -0.290
C 4.810 -4.444 -4.432 -0.688
C 5.139 -3.070 -3.815 0.498
C 5.383 -2.001 -4.873 -1.309
N 6.277 -3.159 -2.943 -0.719
H 3.592 -6.119 -5.559 0.323
H 2.094 -5.491 -6.157 0.284
H 2.457 -5.857 -4.423 0.347
H 4.787 -5.302 -3.760 0.404
H 5.602 -4.681 -5.142 0.251
H 4.377 -2.659 -3.152 0.217
H 6.373 -1.939 -5.325 0.325
H 5.435 -1.069 -4.309 0.376
H 4.594 -1.882 -5.615 0.318
H 7.080 -3.187 -3.555 0.282
H 6.203 -4.081 -2.537 0.256
C -9.239 -4.842 4.281 -0.806
O -8.153 -3.976 4.374 -0.286
C -6.989 -4.385 3.610 -0.774
C -5.795 -3.402 3.995 0.433
C -6.009 -1.886 3.647 -1.269
N -4.714 -3.874 3.103 -0.714
H -9.572 -4.985 3.253 0.317
H -10.114 -4.441 4.793 0.273
H -9.188 -5.856 4.676 0.310
H -6.765 -5.429 3.828 0.367
H -7.189 -4.395 2.538 0.345
H -5.550 -3.493 5.053 0.360
H -6.004 -1.283 4.554 0.273
H -6.845 -1.612 3.003 0.311
H -5.195 -1.449 3.068 0.390
H -4.103 -4.321 3.771 0.250
H -4.130 -3.112 2.790 0.219
C 1.495 -11.066 4.937 -0.751
O 1.066 -10.108 4.000 -0.238
C -0.033 -10.497 3.148 -0.769
C -0.138 -9.712 1.730 -0.416
O -0.085 -8.359 1.969 -0.282
C 0.092 -7.595 0.727 -0.717
C -1.143 -7.630 -0.312 -0.476
O -1.154 -8.594 -1.325 -0.343
C -2.061 -8.287 -2.421 -0.753
H 0.755 -11.109 5.736 0.298
H 2.482 -10.727 5.254 0.220
H 1.554 -12.049 4.470 0.316
H -0.852 -10.133 3.770 0.309
H -0.169 -11.570 3.017 0.438
H -0.977 -10.008 1.100 0.348
H 0.758 -9.901 1.139 0.374
H 1.024 -7.588 0.162 0.375
H 0.136 -6.570 1.096 0.362
H -1.109 -6.681 -0.847 0.485
H -2.096 -7.660 0.216 0.343
H -2.237 -9.262 -2.876 0.249
H -1.743 -7.572 -3.180 0.287
H -2.978 -7.783 -2.115 0.339
C 4.819 10.710 10.923 -0.677
O 3.966 10.075 10.053 -0.299
C 3.864 8.737 10.087 -0.313
C 2.558 8.287 9.526 -0.672
O 2.304 8.761 8.189 -0.384
C 2.523 7.736 7.266 -0.267
C 2.608 8.316 5.876 -0.504
O 2.935 7.373 4.901 -0.371
C 4.251 6.833 4.859 -0.621
H 5.154 9.952 11.632 0.312
H 4.493 11.636 11.398 0.230
H 5.712 11.110 10.443 0.250
H 4.056 8.268 11.052 0.431
H 4.620 8.339 9.409 0.246
H 1.875 8.871 10.144 0.324
H 2.229 7.256 9.656 0.417
H 1.758 6.959 7.257 0.228
H 3.453 7.207 7.477 0.284
H 3.323 9.135 5.793 0.350
H 1.624 8.755 5.706 0.260
H 4.495 6.334 5.797 0.275
H 4.871 7.726 4.780 0.297
H 4.253 6.186 3.981 0.208
C 3.716 8.259 -9.245 -0.526
O 2.719 8.715 -10.027 -0.391
C 1.555 7.881 -10.173 -0.653
C 0.729 7.596 -8.913 -0.538
O 1.258 6.843 -7.836 -0.201
C 0.225 6.342 -7.051 -0.417
C 0.752 5.121 -6.209 -0.642
O 1.696 5.417 -5.113 -0.438
C 2.815 6.133 -5.473 -0.491
H 3.412 8.156 -8.204 0.147
H 4.659 8.806 -9.270 0.281
H 3.998 7.314 -9.709 0.296
H 1.785 6.946 -10.685 0.390
H 0.902 8.455 -10.829 0.296
H -0.268 7.303 -9.240 0.417
H 0.651 8.614 -8.532 0.320
H -0.643 6.148 -7.682 0.491
H -0.109 7.201 -6.469 0.303
H 1.222 4.307 -6.761 0.338
H -0.073 4.670 -5.658 0.304
H 2.487 7.156 -5.660 0.128
H 3.128 5.679 -6.413 0.276
H 3.504 6.223 -4.632 0.311
C -5.686 5.897 -4.002 -0.717
O -5.059 5.361 -5.208 -0.302
C -5.941 5.093 -6.335 -0.568
C -6.809 3.801 -6.071 -0.381
O -6.404 2.533 -6.610 -0.371
C -5.092 2.107 -6.208 -0.508
C -4.771 0.726 -6.938 -0.392
O -3.419 0.469 -6.500 -0.277
C -2.798 -0.643 -7.148 -0.754
H -6.056 6.906 -4.180 0.288
H -4.951 6.038 -3.209 0.231
H -6.456 5.196 -3.681 0.318
H -5.409 4.789 -7.237 0.369
H -6.576 5.954 -6.547 0.362
H -7.896 3.878 -6.074 0.427
H -6.688 3.658 -4.997 0.219
H -5.228 1.924 -5.142 0.244
H -4.289 2.838 -6.299 0.341
H -4.958 0.933 -7.992 0.348
H -5.456 -0.044 -6.584 0.291
H -1.880 -0.349 -7.657 0.260
H -3.396 -1.131 -7.917 0.332
H -2.481 -1.405 -6.435 0.239

=====

155
Properties=species:S:1:pos:R:3:mulliken_charge:R:1 method="wB97M-V/def2-TZVPD" spin_multiplicity=2 lumo_energy_ev="0.5028 / -2.0678"
C 30.127 20.447 11.010 -0.570
C 30.104 20.808 12.585 0.892
O 28.991 20.465 13.440 -0.741
H 30.029 19.363 10.943 0.349
H 30.994 20.873 10.505 0.056
H 29.280 20.938 10.531 -0.310
H 30.311 21.864 12.759 -0.290
H 31.098 20.475 12.886 0.477
C 31.471 25.210 10.491 -0.894
C 31.761 25.916 11.819 0.078
C 30.421 26.534 12.260 -0.398
O 30.769 27.406 13.340 -0.399
C 29.739 28.207 13.905 -0.625
N 32.171 24.940 12.728 -0.003
H 30.626 24.542 10.656 -0.290
H 32.262 24.543 10.148 0.115
H 31.207 25.880 9.673 0.644
H 32.553 26.631 11.593 0.516
H 29.684 25.775 12.522 -0.212
H 30.005 27.226 11.529 0.684
H 30.194 28.953 14.558 0.275
H 29.160 27.603 14.604 0.153
H 29.169 28.822 13.208 0.298
H 32.195 25.537 13.543 0.448
H 31.449 24.245 12.851 -0.603
C 27.367 23.324 10.977 -0.953
C 27.244 23.759 12.467 2.573
C 26.113 24.764 12.785 -1.548
O 26.623 25.917 12.305 -0.106
C 25.847 27.095 12.394 -0.973
N 26.952 22.587 13.285 -0.607
H 28.342 22.864 10.816 -0.435
H 27.250 24.149 10.275 0.559
H 26.576 22.622 10.716 0.375
H 28.188 24.088 12.902 -0.847
H 25.790 24.764 13.826 0.503
H 25.180 24.519 12.277 0.449
H 24.852 27.012 11.957 0.337
H 26.333 27.921 11.873 0.247
H 25.685 27.402 13.428 0.342
H 26.786 22.890 14.233 0.398
H 27.774 22.000 13.303 -0.206
C 27.703 15.641 11.782 -1.300
C 28.154 16.196 13.140 0.333
C 29.603 16.723 13.113 -0.150
O 29.997 17.285 14.382 -0.325
C 31.403 17.434 14.297 -0.648
N 27.150 17.151 13.458 -0.602
H 27.795 16.380 10.986 0.197
H 26.753 15.108 11.745 0.368
H 28.412 14.863 11.501 0.444
H 28.188 15.339 13.813 0.332
H 29.854 17.565 12.469 -0.205
H 30.148 15.812 12.865 0.407
H 31.778 17.958 15.177 0.092
H 31.761 18.109 13.520 0.224
H 31.888 16.461 14.372 0.426
H 27.100 17.923 12.809 0.152
H 26.202 16.818 13.551 0.325
C 34.190 22.456 10.903 -0.954
C 35.431 22.471 11.789 1.282
C 36.630 22.003 10.887 -1.419
C 37.202 23.065 9.972 -0.628
C 37.605 24.304 10.770 -1.369
C 36.449 24.889 11.655 1.554
N 35.789 23.736 12.369 0.533
O 34.897 24.153 13.341 -0.530
C 37.144 25.778 12.758 -1.848
C 35.494 25.771 10.860 -1.309
C 35.362 21.318 12.902 -2.399
H 34.388 22.847 9.905 0.557
H 33.244 22.722 11.377 -0.086
H 33.863 21.431 10.726 0.566
H 37.467 21.586 11.447 0.470
H 36.306 21.155 10.284 0.300
H 36.495 23.343 9.191 0.260
H 38.102 22.739 9.450 0.475
H 37.988 25.043 10.066 0.382
H 38.445 24.061 11.421 0.418
H 36.385 26.236 13.392 0.358
H 37.988 25.287 13.242 0.383
H 37.654 26.617 12.285 0.452
H 34.513 25.903 11.315 -0.078
H 35.865 26.774 10.645 0.524
H 35.327 25.366 9.862 0.308
H 35.098 20.333 12.518 0.401
H 34.649 21.496 13.707 0.490
H 36.246 21.259 13.538 0.491
H 34.137 24.471 12.849 0.553
C 27.780 24.110 6.470 -2.185
C 28.708 22.959 6.829 2.408
C 27.813 21.851 7.475 -0.838
C 26.797 21.110 6.580 -1.084
C 27.495 20.541 5.330 -1.270
C 28.499 21.525 4.630 1.466
N 29.337 22.317 5.612 0.913
O 30.191 23.196 4.954 -0.555
C 29.605 20.734 3.844 -1.873
C 27.680 22.389 3.658 -1.838
C 29.755 23.458 7.875 -2.034
H 28.361 24.786 5.842 0.401
H 27.507 24.644 7.380 0.490
H 26.869 23.840 5.935 0.323
H 28.462 21.086 7.902 0.330
H 27.325 22.297 8.341 -0.141
H 25.988 21.823 6.419 0.353
H 26.142 20.408 7.096 0.463
H 26.733 20.288 4.593 0.510
H 27.879 19.543 5.537 0.399
H 30.231 20.188 4.551 0.323
H 29.077 19.990 3.248 0.485
H 30.334 21.264 3.231 0.340
H 26.736 22.790 4.027 0.339
H 28.231 23.266 3.318 0.374
H 27.550 21.800 2.750 0.490
H 29.210 23.749 8.773 -0.023
H 30.305 24.348 7.567 0.629
H 30.569 22.761 8.072 0.378
H 30.965 23.192 5.523 0.351
C 32.932 20.508 16.443 -1.061
C 31.415 20.890 16.348 0.393
O 30.723 19.818 16.930 -0.487
H 33.514 21.424 16.340 0.329
H 33.141 19.798 15.643 0.188
H 33.258 20.245 17.449 0.395
H 31.192 21.083 15.298 -0.354
H 31.207 21.778 16.945 0.329
H 30.778 20.033 17.864 0.349
C 25.097 18.541 10.369 -1.608
C 26.477 19.264 10.467 0.955
O 26.599 19.572 11.829 -0.552
H 25.085 17.721 9.650 0.379
H 24.265 19.236 10.261 0.404
H 24.854 18.052 11.312 0.388
H 26.609 20.106 9.787 -0.218
H 27.329 18.618 10.254 0.042
H 27.421 20.034 12.010 0.183
C 29.577 24.052 15.424 0.185
C 28.218 24.530 16.070 -0.612
O 27.325 23.476 16.353 -0.592
H 29.443 23.078 14.955 -0.293
H 30.325 23.803 16.178 0.569
H 30.014 24.798 14.760 -0.197
H 27.682 25.286 15.496 0.161
H 28.411 25.081 16.990 0.462
H 27.574 22.680 16.827 0.321
C 32.434 19.863 7.504 -1.013
C 33.631 20.643 8.040 0.832
O 34.394 21.159 6.944 -0.593
H 31.842 20.377 6.747 0.221
H 31.627 19.670 8.210 0.128
H 32.685 18.967 6.935 0.457
H 34.157 20.024 8.767 0.269
H 33.347 21.562 8.553 -0.566
H 35.015 20.505 6.614 0.317